C6H11O4Pr | wB97M-V/def2-TZVPD

Calculated values
multiplicity	4
⟨S²⟩	3.7557
energy above the lowest of the compared OMol25 structures with the same formula, charge and spin	1.047	eV
HOMO-LUMO gap (alpha / beta)	0.1810 / 0.2186	Ha
highest occupied orbital energy (alpha / beta)	-1.60 / -2.95	eV
M	288.06	g mol⁻¹
max |F|	3.06	eV/Å
total charge	-1

Structure (XYZ):
```
22
Properties=species:S:1:pos:R:3:forces:R:3:mulliken_charge:R:1
O 1.123595 -0.918230 -1.864348 0.06 1.12 -0.93 -0.66
C 1.106156 -1.559978 -0.635407 -1.42 0.25 0.14 -0.30
C 1.294171 -0.662475 0.595906 -1.29 1.00 0.67 -0.51
O 2.712935 -0.490535 0.802190 1.07 -1.47 1.48 -0.41
C 3.391261 0.604809 0.309310 -0.50 -0.30 -0.24 -0.36
C 2.970304 1.492831 -0.606403 0.24 0.26 0.47 -0.43
Pr 1.036389 1.262264 -2.025545 -0.82 -1.57 1.16 0.53
H 1.866864 -2.374958 -0.616475 0.01 0.72 0.40 0.30
H 0.150593 -2.112710 -0.474660 0.22 0.43 -0.37 0.25
H 1.002735 0.280525 1.092852 -0.80 1.15 -2.72 0.42
H 4.404383 0.577193 0.739943 -0.43 0.08 0.05 0.31
H 3.717575 2.293652 -0.728513 0.00 -0.25 -0.11 0.28
O -1.160767 1.606500 -0.600700 0.13 0.83 -1.13 -0.22
H -1.760693 2.325616 -0.941087 0.31 -0.87 0.56 0.18
C -3.615415 -0.769666 0.466612 0.46 0.18 0.00 -0.68
O -2.966957 0.250672 -0.244778 -0.64 -0.44 -0.92 -0.30
C -1.783541 0.726516 0.385774 0.70 -0.32 0.72 -0.47
H -4.334997 -1.289749 -0.184822 0.15 0.36 0.07 0.22
H -2.882037 -1.511741 0.831565 -0.15 0.22 0.02 0.30
H -4.146641 -0.325906 1.322676 -0.06 -0.31 0.10 0.22
H -2.158216 1.411003 1.172409 0.14 0.14 0.12 0.13
H 0.032309 -0.815635 1.203496 2.60 -1.22 0.44 0.20
```
Forces are in eV/Å.

---

C10H13ClO2PtS | wB97M-V/def2-TZVPD

Calculated values
multiplicity	5
⟨S²⟩	6.0200
HOMO-LUMO gap (alpha / beta)	0.2739 / 0.1899	Ha
highest occupied orbital energy (alpha / beta)	-14.71 / -16.95	eV
M	427.81	g mol⁻¹
max |F|	5.71	eV/Å
total charge	+2

Structure (XYZ):
```
28
Properties=species:S:1:pos:R:3:forces:R:3:mulliken_charge:R:1
Cl 0.016969 3.590382 -0.827918 0.04 0.67 -0.12 -0.20
C -2.018232 0.009696 -1.372537 0.15 -0.06 -1.01 -0.72
C -1.190194 -1.147730 -1.196357 -1.25 0.34 -0.41 -0.70
C 0.076012 -0.882660 -1.789178 1.03 0.81 -1.14 -0.42
H -1.491065 -2.061344 -0.695395 0.00 0.09 -0.25 0.83
C 0.086431 0.443004 -2.371823 -0.86 -1.88 -0.88 0.48
C -1.285482 0.969055 -2.165741 -0.66 -1.22 -0.51 -0.48
H -1.640178 1.888923 -2.617057 -0.17 -0.15 0.11 0.55
H -3.051553 0.123838 -1.066310 0.16 -0.03 0.01 0.55
H 0.931744 -1.545191 -1.832049 -0.13 -0.04 0.06 0.43
C 1.127865 1.050342 -3.242730 0.17 0.20 0.17 -1.15
Pt -0.150101 1.190666 -0.363081 1.22 0.82 2.16 0.74
C 1.717584 1.317856 0.202690 4.13 0.94 1.12 0.28
O 2.736841 1.603589 0.644437 -2.56 -0.69 -1.05 -0.26
C -1.050540 1.743466 1.226505 -2.92 2.55 4.20 0.46
O -1.492587 2.224926 2.183361 1.62 -1.69 -3.08 -0.32
H 2.124295 0.798340 -2.872662 -0.02 -0.02 -0.14 0.34
H 1.023108 2.135787 -3.239006 0.05 -0.04 -0.09 0.35
H 1.052118 0.700004 -4.276978 -0.11 -0.07 0.11 0.36
C -0.586821 -2.603376 2.838511 -0.68 -0.72 -0.58 -1.04
S -0.210342 -1.174166 1.831618 0.43 -0.85 1.32 0.50
C 1.116805 -0.519628 2.816616 0.05 0.39 0.50 -0.99
H -1.331634 -3.210236 2.310056 0.10 0.20 0.05 0.40
H -1.021447 -2.300236 3.797637 0.18 0.24 -0.02 0.41
H 0.298176 -3.231001 3.002156 0.10 0.35 0.01 0.42
H 1.091547 -0.919081 3.832332 -0.09 -0.13 -0.18 0.40
H 2.076839 -0.759160 2.361170 0.12 -0.17 -0.21 0.40
H 1.043843 0.563927 2.881725 -0.08 0.14 -0.16 0.40
```
Forces are in eV/Å.